[1]
Density functional theory data (ωB97M-V with the def2-TZVPD basis set) for 2 unconnected molecules or ions with the total composition C2H4NOP in a non-equilibrium geometry.

```
9
Properties=species:S:1:pos:R:3:mulliken_charge:R:1
C 0.34 -0.07 0.23 0.66
C 1.14 0.75 -0.37 -0.81
N -0.27 -0.90 0.87 -0.59
O -3.22 -0.64 -0.04 -0.39
P -4.14 0.62 -0.29 -0.02
H 1.07 0.86 -1.46 0.27
H 1.35 1.63 0.31 0.23
H 0.21 -1.86 1.13 0.27
H -2.38 -0.50 0.40 0.38
```

- energy (Ha) = -549.8215
- HOMO-LUMO gap (alpha / beta) (eV) = 7.1 / 7.1
- molecular weight (g mol⁻¹) = 89.03
- lowest unoccupied orbital energy (alpha / beta) (eV) = -0.2 / -0.2



[2]
Density functional theory data (ωB97M-V with the def2-TZVPD basis set) for C18H26N4O3S2 in the gas phase in a non-equilibrium geometry.

```
53
Properties=species:S:1:pos:R:3:mulliken_charge:R:1
C 9.62 0.53 -0.35 -1.08
C 8.15 0.47 -0.20 0.71
N 7.47 1.25 0.55 -0.60
C 6.13 0.98 0.50 -0.25
C 5.14 1.66 1.19 -0.76
C 3.82 1.26 1.03 -0.36
C 3.51 0.20 0.19 -0.12
C 4.47 -0.50 -0.51 -0.43
C 5.79 -0.10 -0.36 0.38
S 7.22 -0.75 -1.09 -0.25
H 4.18 -1.30 -1.17 0.50
S 1.82 -0.33 0.04 1.65
O 1.61 -0.90 -1.26 -0.77
O 0.95 0.73 0.46 -0.72
N 1.80 -1.58 1.16 -0.24
H 1.51 -1.22 2.06 0.33
C 1.03 -2.76 0.79 -1.04
H 1.37 -3.06 -0.20 0.36
C -0.47 -2.44 0.80 0.76
O -1.15 -2.61 1.80 -0.67
N -0.92 -1.93 -0.35 -0.06
H -0.25 -1.69 -1.07 0.35
C -2.23 -1.34 -0.47 -0.51
H -2.80 -1.87 -1.25 0.07
H -2.73 -1.48 0.49 0.47
C -2.13 0.16 -0.82 -0.87
N -3.35 0.92 -0.73 0.13
C -3.75 1.21 0.63 -0.44
C -5.06 1.98 0.75 -0.96
H -5.03 2.56 1.67 0.37
C -6.29 1.07 0.81 -0.59
H -6.11 0.30 1.57 0.30
C -6.65 0.41 -0.51 -0.85
C -5.50 -0.38 -1.13 -0.37
H -5.10 -1.09 -0.40 0.30
H -5.90 -0.96 -1.97 0.35
C -4.39 0.53 -1.67 -1.03
H -3.89 0.04 -2.51 0.44
H -4.85 1.44 -2.06 0.43
H -7.50 -0.26 -0.34 0.34
H -6.98 1.17 -1.22 0.33
H -7.15 1.66 1.15 0.34
H -5.16 2.68 -0.08 0.33
H -3.82 0.30 1.25 0.26
H -2.94 1.82 1.06 0.46
H -1.73 0.26 -1.83 0.44
H -1.40 0.62 -0.14 0.25
H 1.25 -3.55 1.52 0.42
H 3.02 1.77 1.54 0.50
H 5.41 2.48 1.84 0.46
H 10.02 1.32 0.28 0.32
H 10.07 -0.43 -0.06 0.30
H 9.89 0.72 -1.39 0.30
```

- energy (Ha) = -1942.6365
- HOMO-LUMO gap (eV) = 7.9
- molecular weight (g mol⁻¹) = 410.56
- lowest unoccupied orbital energy (eV) = 0.1
- structure (SMILES) = Cc1nc2ccc(S(=O)(=O)NCC(=O)NCCN3CCCCCC3)cc2s1



[3]
Density functional theory data (ωB97M-V with the def2-TZVPD basis set) for 5 unconnected molecules or ions with the total composition C4H19NO4S in a non-equilibrium geometry.

```
29
Properties=species:S:1:pos:R:3:mulliken_charge:R:1
C -0.85 1.85 0.26 -0.25
N 0.15 1.01 0.95 -0.29
C -0.53 -0.19 1.51 -1.22
C -0.60 -1.30 0.46 1.00
S -2.04 -2.32 0.88 -0.30
C -1.53 2.88 1.10 -1.35
H -1.56 1.19 -0.23 0.27
H -0.29 2.32 -0.53 0.38
H 0.57 1.46 1.75 0.27
H 0.05 -0.46 2.40 0.47
H -1.47 0.05 2.02 0.42
H 0.32 -1.88 0.50 -0.17
H -0.71 -0.81 -0.50 -0.38
H -1.52 -3.56 0.98 0.14
H -0.84 3.53 1.65 0.33
H -2.11 2.46 1.94 0.31
H -2.31 3.52 0.69 0.41
H 1.77 -0.20 -1.97 0.28
H 0.88 0.72 -1.39 0.26
O 0.82 -0.03 -2.02 -0.59
H 2.30 -2.72 0.90 0.30
H 1.92 -2.92 -0.49 0.36
O 1.93 -3.41 0.34 -0.65
H 3.28 -0.69 0.18 0.31
H 4.14 0.05 -0.92 0.29
O 3.54 -0.68 -0.75 -0.62
H -1.17 -0.02 -2.74 0.35
H -2.44 -0.21 -3.50 0.30
O -1.69 0.37 -3.45 -0.65
```

- energy (Ha) = -917.6573
- HOMO-LUMO gap (eV) = 9.0
- molecular weight (g mol⁻¹) = 177.27
- lowest unoccupied orbital energy (eV) = 0.1
- structure (SMILES) = CCNCCS.O.O.O.O



[4]
Density functional theory data (ωB97M-V with the def2-TZVPD basis set) for C2H2N4O2 in the gas phase in a non-equilibrium geometry.

```
10
Properties=species:S:1:pos:R:3:mulliken_charge:R:1
C 1.46 -0.18 -0.06 0.51
C -2.07 -0.57 -0.01 0.12
H 2.65 1.52 0.00 0.38
H -3.15 -0.73 0.34 0.32
N 0.02 -0.12 -0.27 0.62
N -0.89 -1.22 -0.20 -0.58
N -2.00 0.81 0.24 -0.36
N -0.69 1.10 -0.02 -0.17
O 1.70 1.15 -0.05 -0.43
O 1.93 -1.20 0.27 -0.40
```

- energy (Ha) = -446.8108
- HOMO-LUMO gap (eV) = 10.7
- molecular weight (g mol⁻¹) = 114.06
- lowest unoccupied orbital energy (eV) = -0.4
- structure (SMILES) = O=C(O)n1ncnn1



[5]
Density functional theory data (ωB97M-V with the def2-TZVPD basis set) for a molecular structure, C37H42N2P2PtS2Si2.

```
88
Properties=species:S:1:pos:R:3:mulliken_charge:R:1
Pt -1.07 0.40 -1.25 0.86
S 2.40 0.53 -1.47 -0.54
P 1.62 -0.17 0.20 1.93
C -0.10 -0.47 0.24 -1.07
P -1.03 -1.05 1.60 1.11
S -2.96 -1.35 1.32 -0.53
C -0.89 0.11 3.01 -0.20
C -1.02 -0.29 4.34 -0.29
C -1.07 0.65 5.36 -0.76
C -1.00 2.00 5.06 -0.68
C -0.88 2.41 3.74 -0.81
C -0.83 1.47 2.72 0.48
C -0.32 -2.64 2.24 0.22
C 0.72 -2.72 3.15 0.25
C 1.30 -3.94 3.48 -0.90
C 0.84 -5.10 2.88 -0.52
C -0.21 -5.04 1.97 -0.78
C -0.78 -3.81 1.65 -0.78
C 2.12 0.94 1.58 -0.19
C 2.35 0.50 2.88 0.19
C 2.61 1.40 3.91 -0.96
C 2.64 2.76 3.64 -0.54
C 2.42 3.21 2.35 -0.72
C 2.17 2.31 1.32 -0.84
C 2.54 -1.73 0.56 -0.33
C 2.01 -2.90 0.02 0.06
C 2.73 -4.08 0.06 -0.74
C 4.00 -4.11 0.64 -0.58
C 4.53 -2.94 1.17 -0.76
C 3.81 -1.76 1.12 -0.19
H -1.10 -1.35 4.58 0.50
H -1.17 0.33 6.39 0.39
H -1.05 2.74 5.86 0.37
H -0.82 3.47 3.49 0.47
H -0.74 1.78 1.69 0.24
H 1.08 -1.82 3.64 0.28
H 2.12 -3.98 4.18 0.38
H 1.30 -6.06 3.12 0.37
H -0.58 -5.94 1.50 0.38
H -1.60 -3.75 0.94 0.32
H 2.34 -0.56 3.10 0.25
H 2.78 1.04 4.91 0.39
H 2.82 3.47 4.44 0.37
H 2.45 4.28 2.13 0.38
H 2.01 2.65 0.31 0.40
H 1.02 -2.87 -0.43 0.54
H 2.31 -4.99 -0.35 0.43
H 4.57 -5.03 0.66 0.35
H 5.52 -2.95 1.61 0.39
H 4.24 -0.85 1.51 0.44
C 0.59 -2.23 -3.96 -0.85
Si -1.19 -1.72 -3.63 -0.26
C -2.19 -2.12 -5.19 -1.23
C -1.90 -2.82 -2.29 -0.49
N -1.36 -0.06 -3.21 0.24
C -1.03 1.02 -4.00 0.78
C -0.61 0.99 -5.32 -0.30
C -0.30 2.17 -6.01 -0.95
C -0.43 3.39 -5.38 -0.94
C -0.87 3.44 -4.05 -0.35
C -1.18 2.28 -3.36 0.37
N -1.65 2.18 -2.06 0.21
Si -2.20 3.42 -1.02 -0.22
C -3.23 2.68 0.36 -0.61
C -3.31 4.65 -1.93 -1.24
C -0.80 4.40 -0.23 -0.48
H 0.69 -3.31 -4.04 0.31
H 1.22 -1.87 -3.14 0.22
H 0.97 -1.77 -4.88 0.37
H -2.16 -3.20 -5.38 0.30
H -1.81 -1.61 -6.07 0.34
H -3.23 -1.83 -5.05 0.32
H -1.47 -3.82 -2.32 0.30
H -2.99 -2.91 -2.41 0.39
H -1.73 -2.40 -1.29 -0.32
H -0.48 0.03 -5.82 0.11
H 0.06 2.12 -7.04 0.34
H -0.17 4.31 -5.90 0.32
H -0.95 4.40 -3.54 0.22
H -4.29 2.67 0.09 0.38
H -3.13 3.23 1.30 0.25
H -2.93 1.64 0.55 -0.03
H -4.18 4.12 -2.34 0.30
H -2.80 5.14 -2.76 0.33
H -3.67 5.42 -1.24 0.31
H -0.12 3.71 0.28 -0.24
H -1.16 5.13 0.50 0.32
H -0.21 4.93 -0.99 0.42
```

- energy (Ha) = -3722.2247
- HOMO-LUMO gap (eV) = 4.9
- molecular weight (g mol⁻¹) = 892.09
- total charge = -2
- lowest unoccupied orbital energy (eV) = 4.4



[6]
Density functional theory data (ωB97M-V with the def2-TZVPD basis set) for a molecular structure, C62H47IMoN7O4Se in a non-equilibrium geometry.

```
123
Properties=species:S:1:pos:R:3:mulliken_charge:R:1
Mo 0.30 -0.83 0.31 -0.59
O 0.94 0.63 1.19 1.16
C 1.02 1.80 2.03 1.25
C -0.18 2.72 1.71 -1.29
C -1.52 2.12 2.04 -0.54
C -2.38 2.71 2.95 -0.95
C -3.63 2.15 3.17 -1.17
C -3.98 1.00 2.47 -0.59
C -3.06 0.45 1.59 -0.38
C -3.39 -0.80 0.80 -1.44
C -2.54 -2.04 1.19 2.12
O -1.14 -1.71 1.11 -0.18
C -2.92 -2.45 2.63 0.32
C -3.89 -3.43 2.85 -0.52
C -4.34 -3.69 4.14 -1.04
C -3.83 -3.00 5.22 -0.66
C -2.87 -2.02 5.01 -1.05
C -2.42 -1.75 3.72 -0.16
C -2.82 -3.19 0.23 -0.07
C -2.04 -4.34 0.30 -0.11
C -2.23 -5.39 -0.59 -0.72
C -3.22 -5.30 -1.57 -0.88
C -4.01 -4.17 -1.64 -0.63
C -3.81 -3.12 -0.75 -0.16
N -1.87 1.00 1.39 0.99
C 2.35 2.48 1.75 -0.09
C 3.50 1.69 1.77 -0.35
C 4.74 2.24 1.49 -0.72
C 4.86 3.60 1.22 -0.74
C 3.73 4.40 1.25 -0.94
C 2.48 3.84 1.51 0.64
C 0.96 1.45 3.53 -0.18
C 1.24 2.44 4.47 -0.54
C 1.27 2.15 5.82 -0.98
C 1.01 0.86 6.27 -0.81
C 0.69 -0.12 5.35 -1.12
C 0.66 0.18 3.99 0.69
H -0.12 2.97 0.65 0.04
H -0.07 3.64 2.29 1.07
H -2.08 3.62 3.48 0.53
H -4.33 2.60 3.87 0.45
H -4.96 0.54 2.61 0.53
H -3.25 -0.59 -0.26 0.00
H -4.43 -1.05 0.97 0.85
H -4.30 -3.99 2.02 0.45
H -5.11 -4.45 4.29 0.44
H -4.19 -3.21 6.23 0.42
H -2.46 -1.46 5.84 0.54
H -1.70 -0.96 3.58 0.12
H -1.28 -4.41 1.08 0.59
H -1.61 -6.27 -0.52 0.47
H -3.36 -6.11 -2.28 0.40
H -4.79 -4.10 -2.40 0.48
H -4.44 -2.24 -0.83 0.49
H 3.42 0.64 2.02 0.47
H 5.62 1.60 1.49 0.49
H 5.83 4.03 0.99 0.44
H 3.81 5.46 1.07 0.43
H 1.61 4.48 1.50 0.44
H 1.47 3.45 4.14 0.45
H 1.51 2.94 6.53 0.46
H 1.08 0.63 7.33 0.41
H 0.47 -1.13 5.68 0.55
H 0.40 -0.59 3.29 -0.08
I 2.20 -2.36 2.09 0.36
C 3.73 -1.80 0.74 0.26
C 4.99 -2.12 1.17 -0.62
C 6.09 -1.82 0.35 -0.87
C 5.88 -1.26 -0.88 -0.93
C 4.58 -0.94 -1.33 1.19
C 4.40 -0.41 -2.63 -1.22
C 3.16 -0.14 -3.09 -1.25
C 2.04 -0.34 -2.25 -0.43
C 2.11 -0.81 -0.96 2.05
C 3.43 -1.17 -0.51 -0.46
H 5.14 -2.60 2.13 0.48
H 7.09 -2.06 0.69 0.40
H 6.72 -1.05 -1.54 0.44
H 5.28 -0.23 -3.24 0.42
H 3.01 0.26 -4.09 0.50
H 1.08 -0.08 -2.68 0.47
Se -3.54 -3.69 -5.74 0.24
N -3.52 -2.12 -4.92 -0.92
C -2.59 -2.19 -4.02 0.74
C -2.24 -1.08 -3.14 0.89
C -2.82 0.18 -3.26 -0.85
C -2.37 1.19 -2.45 -1.45
C -1.39 0.91 -1.52 -0.60
N -0.89 -0.31 -1.33 2.05
C -1.28 -1.29 -2.17 -0.46
C -0.60 -2.60 -2.03 -0.81
N 0.26 -2.72 -1.02 1.71
C 1.00 -3.81 -0.95 -0.56
C 0.90 -4.86 -1.86 -1.36
C -0.04 -4.77 -2.85 -0.61
C -0.82 -3.62 -2.94 0.75
C -1.87 -3.44 -3.94 0.40
N -2.22 -4.37 -4.78 -0.91
H -3.59 0.35 -4.01 0.64
H -2.75 2.21 -2.54 0.59
H -0.97 1.69 -0.90 0.01
H 1.71 -3.88 -0.14 0.23
H 1.54 -5.72 -1.76 0.47
H -0.19 -5.57 -3.58 0.57
O -2.13 4.38 -3.69 -0.45
C -1.14 5.40 -3.84 -0.65
N -0.26 5.21 -4.96 -0.08
C 0.98 4.61 -5.00 0.04
O 1.62 4.59 -6.03 -0.63
C 1.53 4.01 -3.74 0.40
C 2.89 4.15 -3.50 -0.85
C 3.44 3.53 -2.39 -1.40
C 2.61 2.78 -1.57 -0.35
N 1.30 2.62 -1.79 0.63
C 0.78 3.22 -2.88 -0.42
H -2.68 4.37 -4.47 0.27
H -0.56 5.39 -2.92 0.46
H -1.61 6.37 -3.94 0.39
H -0.56 5.56 -5.86 0.24
H 3.49 4.73 -4.19 0.50
H 4.49 3.61 -2.18 0.60
H 3.01 2.27 -0.70 0.67
H -0.27 3.03 -3.07 0.63
```

- energy (Ha) = -5842.3426
- spin multiplicity = 3
- HOMO-LUMO gap (alpha / beta) (eV) = 6.9 / 6.9
- molecular weight (g mol⁻¹) = 1255.91
- total charge = +1
- lowest unoccupied orbital energy (alpha / beta) (eV) = -3.1 / -3.3



The highest molecular weight belongs to which entry? C62H47IMoN7O4Se